Entry 1:
Computed, not measured: a molecular structure, CaH10N4O17 in a non-equilibrium geometry, with wB97M-V/def2-TZVPD.

## Properties
* highest occupied orbital energy: -2.5 eV
* gap between HOMO and LUMO: 6.84 eV
* total charge: -2

Each line ends with the Mulliken charge.
Geometry (Å):
Ca  -0.12  -0.06  -0.08  1.840
N  1.96  -2.83  0.37  0.895
O  3.04  -2.24  0.39  -0.724
O  0.92  -2.39  -0.02  -0.330
O  1.93  -4.09  0.47  -0.699
N  -2.29  -2.59  1.67  0.794
O  -2.41  -2.54  2.86  -0.686
O  -1.72  -1.64  1.10  -0.539
O  -2.49  -3.62  1.07  -0.629
N  0.60  -0.92  -3.55  0.791
O  0.27  -0.95  -2.41  -0.521
O  1.75  -0.55  -3.79  -0.683
O  -0.11  -1.21  -4.50  -0.689
N  -0.51  3.03  -1.12  0.780
O  -1.27  3.76  -0.50  -0.663
O  0.18  2.27  -0.53  -0.511
O  -0.54  3.19  -2.36  -0.670
O  -2.14  0.19  -1.43  -0.420
H  -2.04  0.13  -2.38  0.207
H  -3.07  0.34  -1.29  0.180
O  -1.68  1.23  1.41  -0.390
H  -1.92  2.15  1.46  0.222
H  -1.86  0.88  2.28  0.224
O  0.72  -0.38  2.10  -0.326
H  1.59  -0.01  2.22  0.239
H  0.42  -0.59  2.99  0.183
O  0.98  2.71  1.94  -0.649
H  0.58  2.55  1.08  0.472
H  1.89  2.95  1.73  0.291
O  2.09  0.27  -0.47  -0.360
H  2.32  1.16  -0.20  0.154
H  2.92  -0.19  -0.52  0.215

Entry 2:
Computed, not measured: 2 unconnected molecules or ions with the total composition C4H15N2O3 in a non-equilibrium geometry, with wB97M-V/def2-TZVPD.

## Properties
* highest occupied orbital energy: -12.3 eV
* gap between HOMO and LUMO: 7.51 eV
* total charge: +1
* energy above the lowest of the compared OMol25 structures with the same formula, charge and spin: 888.1 kJ/mol

Each line ends with the Mulliken charge.
Geometry (Å):
C  0.19  0.07  -1.90  -0.329
O  1.61  -0.07  -1.51  -0.405
C  1.83  0.20  -0.08  0.154
C  0.98  1.50  0.45  -0.230
N  1.59  2.20  1.66  -0.651
C  1.53  -1.20  0.73  -0.545
O  0.76  -1.05  1.97  -0.172
O  -0.28  -1.86  1.78  -0.358
H  -0.07  -0.59  -2.86  0.314
H  0.03  1.20  -2.25  0.264
H  -0.58  -0.25  -1.07  -0.221
H  2.97  0.45  0.07  0.399
H  -0.16  1.21  0.66  0.019
H  0.93  2.33  -0.40  0.331
H  1.02  1.87  2.50  0.272
H  1.34  3.21  1.52  0.281
H  0.98  -1.94  -0.03  0.317
H  2.59  -1.66  1.00  0.248
H  -0.88  -1.29  1.18  0.283
N  -3.28  -0.87  -0.69  -0.496
H  -3.85  -1.46  -0.08  0.403
H  -3.87  -0.44  -1.41  0.381
H  -2.83  -0.13  -0.13  0.352
H  -2.55  -1.43  -1.14  0.390

Entry 3:
Computed, not measured: a single C12H22N4O4 molecule in a non-equilibrium geometry, with wB97M-V/def2-TZVPD.

## Properties
* highest occupied orbital energy: -9.5 eV
* gap between HOMO and LUMO: 10.15 eV
* structure (SMILES): CNC(=O)[C@H](NC(=O)[C@@H](CC(N)=O)NC(C)=O)C(C)C
* energy above the lowest of the compared OMol25 structures with the same formula, charge and spin: 37.8 kJ/mol

Each line ends with the Mulliken charge.
Geometry (Å):
O  -1.82  -4.03  -0.57  -0.718
O  -0.33  -0.56  -3.20  -0.676
O  0.68  -0.73  1.92  -0.703
O  2.41  2.20  2.31  -0.684
C  -1.06  -4.02  0.42  0.667
C  -0.53  -1.56  -2.55  0.429
C  0.21  -0.54  0.80  0.221
C  1.91  2.05  1.18  -0.288
N  -1.61  -2.27  -2.79  -0.274
N  2.75  1.95  0.11  -0.085
N  -0.21  -3.03  0.68  -0.247
N  0.04  0.66  0.27  0.088
C  -1.05  -5.18  1.38  -1.187
C  2.45  1.63  -1.30  -0.722
C  -0.11  4.34  1.44  -1.503
C  -1.80  2.93  0.36  -1.499
C  0.37  -1.88  -1.39  -0.788
C  -0.28  3.15  0.49  0.711
C  -0.31  -1.75  -0.02  0.129
C  0.39  1.89  1.04  -0.169
H  -1.74  -3.13  -2.24  0.283
H  -2.18  -2.05  -3.60  0.243
H  3.72  2.00  0.36  0.264
H  0.33  -3.01  1.56  0.320
H  -0.26  0.76  -0.65  0.407
H  -1.02  -4.84  2.42  0.355
H  -1.94  -5.77  1.18  0.346
H  -0.13  -5.75  1.20  0.287
H  2.63  0.60  -1.49  0.266
H  3.09  2.21  -1.98  0.351
H  1.41  1.88  -1.57  0.263
H  0.96  4.57  1.56  0.335
H  -0.64  5.15  0.99  0.470
H  -0.63  4.09  2.36  0.360
H  -2.30  3.82  0.04  0.488
H  -2.04  2.15  -0.39  0.274
H  -2.24  2.63  1.32  0.349
H  1.31  -1.30  -1.44  -0.061
H  0.75  -2.89  -1.55  0.502
H  0.14  3.43  -0.50  0.229
H  -1.37  -1.56  -0.19  0.560
H  0.06  1.75  2.06  0.406

What did the first record say?
Computed, not measured: a molecular structure, CaH10N4O17 in a non-equilibrium geometry, with wB97M-V/def2-TZVPD.

## Properties
* highest occupied orbital energy: -2.5 eV
* gap between HOMO and LUMO: 6.84 eV
* total charge: -2

Each line ends with the Mulliken charge.
Geometry (Å):
Ca  -0.12  -0.06  -0.08  1.840
N  1.96  -2.83  0.37  0.895
O  3.04  -2.24  0.39  -0.724
O  0.92  -2.39  -0.02  -0.330
O  1.93  -4.09  0.47  -0.699
N  -2.29  -2.59  1.67  0.794
O  -2.41  -2.54  2.86  -0.686
O  -1.72  -1.64  1.10  -0.539
O  -2.49  -3.62  1.07  -0.629
N  0.60  -0.92  -3.55  0.791
O  0.27  -0.95  -2.41  -0.521
O  1.75  -0.55  -3.79  -0.683
O  -0.11  -1.21  -4.50  -0.689
N  -0.51  3.03  -1.12  0.780
O  -1.27  3.76  -0.50  -0.663
O  0.18  2.27  -0.53  -0.511
O  -0.54  3.19  -2.36  -0.670
O  -2.14  0.19  -1.43  -0.420
H  -2.04  0.13  -2.38  0.207
H  -3.07  0.34  -1.29  0.180
O  -1.68  1.23  1.41  -0.390
H  -1.92  2.15  1.46  0.222
H  -1.86  0.88  2.28  0.224
O  0.72  -0.38  2.10  -0.326
H  1.59  -0.01  2.22  0.239
H  0.42  -0.59  2.99  0.183
O  0.98  2.71  1.94  -0.649
H  0.58  2.55  1.08  0.472
H  1.89  2.95  1.73  0.291
O  2.09  0.27  -0.47  -0.360
H  2.32  1.16  -0.20  0.154
H  2.92  -0.19  -0.52  0.215

The lowest highest occupied orbital energy belongs to which entry?
C4H15N2O3

Look up the highest occupied orbital energy of the second one.
-12.3 eV